Record 1
Below is 2 unconnected molecules or ions with the total composition C8H14N3 in a non-equilibrium geometry, with properties calculated with wB97M-V/def2-TZVPD.

The energy relative to the best compared isomer or geometry (same formula, charge and spin) comes out at 105.5 kcal per mole. The LUMO energy is -3.4 eV. The value obtained for the gap between HOMO and LUMO is 7.64 eV. As for the HOMO energy: -11.027 eV. The charge is +1.

XYZ file:
```
25
Properties=species:S:1:pos:R:3:forces:R:3:lowdin_charge:R:1
C 4.02833 -0.74366 0.42107 -1.6 0.5 -0.8 -0.055
C 3.99569 0.57216 -0.01880 -1.9 0.8 -0.9 -0.015
C 2.89903 -1.51675 0.22165 1.4 -1.6 1.5 -0.102
C 2.76768 1.13117 -0.47812 2.3 -1.7 1.3 -0.008
C 0.40034 1.08482 -0.52753 -0.1 -1.1 -0.9 -0.101
C -0.78783 0.21849 -1.16192 0.9 -0.1 2.5 -0.041
C -1.15217 -1.77651 0.13473 0.6 2.3 -3.5 0.102
C 1.68697 -0.91329 0.04618 -2.5 -1.1 -0.5 -0.062
N 1.66446 0.37607 -0.28759 0.5 0.6 -0.7 -0.142
N -3.82412 0.24569 0.71980 -0.5 -2.1 1.6 0.031
N -1.52930 -0.55227 0.01256 2.5 0.5 -2.0 -0.009
H 4.91638 -1.05839 0.87388 1.2 -0.9 0.4 0.099
H 4.96387 1.00737 -0.06697 0.2 1.2 -0.1 0.103
H 2.94241 -2.62348 0.41584 -0.1 1.3 -0.2 0.114
H 2.56157 2.07894 -0.91441 0.6 0.7 -0.2 0.113
H 0.67406 1.97396 -1.12793 -0.7 -0.7 -0.1 0.126
H 0.13163 1.47555 0.42265 -0.8 0.3 0.9 0.118
H -1.45663 1.00338 -1.45073 -0.7 -0.1 -0.9 0.100
H -0.45068 -0.54070 -1.93036 -0.5 1.2 0.8 0.139
H -0.63676 -2.13798 -0.78569 -0.1 -0.4 1.6 0.102
H -1.49467 -2.36928 0.89647 -0.6 -1.5 1.9 0.079
H -4.58865 -0.10958 0.12788 0.4 0.7 0.1 0.080
H -3.70005 -0.57101 1.41280 -0.6 1.8 -0.9 0.104
H -4.12161 1.04917 1.25816 -0.4 0.0 0.0 0.063
H -2.31180 -0.00208 0.53254 0.6 -0.6 -0.7 0.062
```
Positions in Å, forces in eV/Å.

Record 2
Below is 2 unconnected molecules or ions with the total composition C2H11N3 in a non-equilibrium geometry, with properties calculated with wB97M-V/def2-TZVPD.

The energy relative to the best compared isomer or geometry (same formula, charge and spin) comes out at 20.2 kcal per mole. The LUMO energy is 1.2 eV. The value obtained for the gap between HOMO and LUMO is 9.67 eV. As for the HOMO energy: -8.517 eV. Its SMILES is NCN.CN. The charge is 0.

XYZ file:
```
16
Properties=species:S:1:pos:R:3:forces:R:3:lowdin_charge:R:1
C 1.86706 -1.76061 -1.56016 0.5 0.0 0.6 -0.198
N 1.89632 -0.33363 -1.67736 0.7 0.9 -1.6 -0.071
H 1.81105 -2.21914 -2.54630 -0.3 0.0 0.0 0.068
H 2.80972 -2.11991 -1.11806 -0.2 -0.2 0.1 0.063
H 1.04848 -2.09308 -0.92976 -0.2 -0.2 0.0 0.063
H 1.46133 0.37019 -1.12637 -0.3 -0.6 0.6 0.007
H 2.13097 0.01474 -2.59423 -0.1 -0.1 0.2 0.056
N -0.12837 0.91175 0.77168 0.0 -0.3 0.4 -0.002
C -1.45228 0.33094 0.76028 0.0 0.2 0.2 -0.382
N -2.18740 0.82174 1.92058 0.5 -0.4 0.1 -0.017
H 0.05818 1.47241 1.58481 0.1 0.1 -0.1 0.062
H 0.28512 1.21805 -0.08234 -0.3 0.4 -0.1 0.030
H -1.35663 -0.75395 0.88259 -0.3 0.0 -0.2 0.097
H -1.98130 0.56472 -0.17255 0.2 -0.2 -0.2 0.103
H -3.08838 0.37029 1.98587 -0.1 0.3 0.1 0.061
H -2.25571 1.82920 1.91509 -0.4 0.0 -0.1 0.060
```
Positions in Å, forces in eV/Å.

Record 3
Below is C4H6OS in the gas phase in a non-equilibrium geometry, with properties calculated with wB97M-V/def2-TZVPD.

The energy relative to the best compared isomer or geometry (same formula, charge and spin) comes out at 33.3 kcal per mole. The LUMO energy is 0.9 eV. The value obtained for the gap between HOMO and LUMO is 9.98 eV. As for the HOMO energy: -9.074 eV. Its SMILES is O=CC[C@@H]1CS1. The charge is 0.

XYZ file:
```
12
Properties=species:S:1:pos:R:3:forces:R:3:lowdin_charge:R:1
C -1.87637 0.23705 0.24017 -1.5 -2.1 0.0 -0.293
C -0.75648 0.99170 -0.37690 -1.7 0.4 -0.6 -0.197
C 0.39822 0.54858 0.43437 0.9 0.3 0.8 -0.660
C 1.74786 0.79836 -0.09456 0.9 0.8 0.2 -0.437
H -2.32030 0.54025 1.19425 0.2 0.8 0.3 0.125
H -0.99141 2.08276 -0.28800 0.6 -0.7 -0.1 0.140
H -0.74279 0.65212 -1.42905 0.5 0.4 0.4 0.138
H 0.26668 0.62096 1.52758 0.1 0.2 -0.6 0.123
H 1.82895 1.32443 -1.06616 -0.1 -0.6 0.6 0.093
H 2.50218 1.10614 0.64274 -0.2 -0.2 -0.5 0.076
O -2.27628 -0.84057 -0.16212 0.4 0.9 -0.2 0.044
S 1.28672 -0.94101 -0.03143 0.0 -0.1 -0.4 0.848
```
Positions in Å, forces in eV/Å.

Record 4
Below is C14H14N2O4S in the gas phase in a non-equilibrium geometry, with properties calculated with wB97M-V/def2-TZVPD.

The energy relative to the best compared isomer or geometry (same formula, charge and spin) comes out at 9.8 kcal per mole. The LUMO energy is 0.0 eV. The value obtained for the gap between HOMO and LUMO is 8.70 eV. As for the HOMO energy: -8.743 eV. Its SMILES is O=C1CN2C(=O)c3ccccc3S[C@H]2[C@H]2[C@H](O)[C@H](O)CN12. The charge is 0.

XYZ file:
```
35
Properties=species:S:1:pos:R:3:forces:R:3:lowdin_charge:R:1
O 0.87890 3.34526 -1.01398 1.2 0.1 -0.4 0.091
O 1.93810 0.59812 3.07819 -0.2 0.4 -0.5 0.072
O -2.84928 -1.89890 0.89764 0.3 -0.1 0.3 -0.018
O -2.47694 -1.84865 3.48109 -0.2 -0.4 -0.1 -0.029
S 0.83149 -0.86993 -0.85011 -0.2 -1.0 0.1 1.036
C 0.74717 2.13579 -1.06683 -1.6 1.7 0.6 -0.416
C 1.02814 0.67454 2.26882 -0.8 -1.5 1.7 -0.387
C 1.21262 -0.00597 -4.79510 0.0 1.0 0.3 -0.069
C 1.21765 1.40734 -4.79894 -0.3 -0.5 2.4 -0.054
C 1.09732 -0.69225 -3.58904 0.3 0.4 0.1 -0.093
C 1.06920 2.10625 -3.55806 0.0 -1.1 -0.7 0.025
C 0.98730 0.00031 -2.37693 -0.7 0.1 0.0 -0.473
C 0.89326 1.38712 -2.32946 0.7 0.4 -2.0 -0.144
N 0.22246 1.54885 0.07365 -0.2 -1.9 0.0 -0.058
N 0.01305 -0.29962 2.29125 1.1 1.6 -0.7 -0.005
C 0.84454 1.87870 1.35564 0.3 0.0 -0.4 -0.028
C -0.13467 -1.36701 3.27383 1.3 -0.6 -0.7 -0.064
C -0.41439 0.22897 -0.08399 0.2 0.2 0.0 -0.412
C -1.48037 -1.78658 1.31050 -1.2 0.2 -0.5 -0.270
C -1.29662 -2.22342 2.75321 0.1 1.6 1.4 -0.269
C -0.98385 -0.33351 1.24220 0.3 0.5 0.4 -0.218
H -3.45668 -1.71722 1.66375 1.2 -0.2 -0.8 0.112
H -2.38878 -2.07058 4.42126 0.1 0.0 -0.5 0.111
H 1.31403 -0.51613 -5.75151 -0.1 -0.1 0.3 0.106
H 1.33106 1.92816 -5.72667 0.0 0.3 -0.2 0.091
H 1.10437 -1.76571 -3.54346 0.0 -0.3 -0.1 0.097
H 1.12578 3.19627 -3.57302 -0.2 -0.4 0.3 0.117
H 1.84620 2.30708 1.19068 -0.5 -0.1 0.1 0.144
H 0.23542 2.63510 1.84975 0.1 -0.1 0.4 0.139
H 0.76597 -1.99592 3.27052 0.1 0.3 0.2 0.134
H -0.27629 -0.99905 4.29377 -0.1 0.0 -0.2 0.136
H -1.26340 0.38428 -0.76269 0.3 -0.4 -0.1 0.143
H -0.80871 -2.40152 0.69689 -0.6 -0.1 -0.2 0.137
H -1.05861 -3.26934 2.85548 -0.2 -0.5 0.0 0.148
H -1.81543 0.29917 1.55165 -0.3 0.2 -0.3 0.164
```
Positions in Å, forces in eV/Å.